1.
{"formula": "C5H5NO", "method": "ωB97M-V with the def2-TZVPD basis set", "e_lumo_ha": 0.0213, "spin_multiplicity": 1, "homo_ev": -10.33, "smiles": "N#C[C@@H]1C[C@@H]1C=O", "total_energy_ev": -8801.7194, "symbols": ["N", "C", "C", "C", "C", "C", "O", "H", "H", "H", "H", "H"], "positions_angstrom": [[0.822146, 2.252365, -1.366391], [0.197137, 1.314552, -1.104936], [-0.618296, 0.185160, -0.704383], [-1.111546, 0.254851, 0.729196], [-0.072541, -0.749982, 0.362638], [1.425998, -0.743393, 0.416812], [2.163932, -0.144663, 1.151509], [-1.177058, -0.274811, -1.510936], [-0.871242, 1.161633, 1.274898], [-2.107345, -0.136272, 0.923246], [-0.454222, -1.764122, 0.263791], [1.803037, -1.355317, -0.435444]], "atomic_forces_ev_per_a": [[-0.6, -0.9, 0.2], [0.5, 0.7, -0.2], [-0.1, 0.1, -0.2], [-0.1, 0.1, 0.1], [0.1, -0.1, -0.1], [0.2, 0.2, 0.2], [-0.5, -0.2, -0.2], [-0.2, 0.2, 0.2], [0.2, -0.2, -0.1], [0.2, 0.0, 0.0], [0.1, 0.1, -0.1], [0.2, 0.0, 0.3]], "mulliken_charge": [-0.43, 0.12, -0.03, -0.67, 0.09, -0.18, -0.44, 0.39, 0.28, 0.26, 0.30, 0.31]}

***

2.
{"formula": "C8H16Br2IrN4O2", "method": "ωB97M-V with the def2-TZVPD basis set", "e_lumo_ha": [-0.2502, -0.2654], "spin_multiplicity": 1, "homo_ev": [-11.79, -11.74], "total_charge": 1, "total_energy_ev": -161525.0812, "symbols": ["Ir", "Br", "C", "Br", "H", "H", "O", "C", "O", "H", "C", "C", "C", "C", "C", "N", "H", "H", "H", "H", "H", "H", "H", "H", "H", "N", "N", "H", "H", "H", "H", "N", "C"], "positions_angstrom": [[0.244128, -0.131460, 1.757034], [0.379335, -0.199300, 4.281020], [2.206325, -0.071780, 4.635598], [2.719633, 0.029891, 1.624347], [2.665087, -0.961566, 5.031927], [2.637442, 0.909775, 4.537804], [2.119274, 2.310323, 2.526457], [0.992452, 2.689173, 2.191490], [0.014592, 1.958518, 1.816595], [0.784579, 3.767275, 2.210585], [1.189554, -0.845478, -3.377538], [-0.038620, -0.102715, -2.828162], [-1.335549, -0.835972, -3.201596], [-0.064280, 1.354726, -3.312027], [0.064537, -0.097125, -1.366665], [0.137385, -0.106007, -0.226236], [1.115496, -0.868542, -4.464597], [1.227095, -1.871392, -3.013592], [2.114336, -0.337047, -3.107512], [-1.409328, -0.863541, -4.288595], [-2.212131, -0.317377, -2.814243], [-1.333653, -1.859894, -2.830439], [-0.144546, 1.353302, -4.398869], [0.849497, 1.880189, -3.037293], [-0.920716, 1.893687, -2.907910], [-2.574720, -1.249353, 1.551727], [-1.869104, -0.025977, 1.817177], [-3.564768, -1.109309, 1.728687], [-2.215882, -1.975455, 2.162846], [-2.161470, 0.436929, 2.679814], [-2.124164, 0.618809, 1.071460], [0.247745, -3.262046, 1.804921], [0.260423, -2.111272, 1.745773]], "atomic_forces_ev_per_a": [[-0.3, 0.6, -0.4], [0.5, -0.1, 0.3], [-0.3, 0.0, -1.9], [0.1, -1.7, 0.8], [0.1, -0.1, 0.2], [0.1, 0.2, 0.1], [-1.2, 1.1, 0.5], [1.4, 0.5, 0.4], [-0.4, -0.6, -0.2], [-0.2, 0.1, -0.1], [0.0, 0.0, 0.0], [0.0, 0.0, -0.1], [0.0, 0.0, 0.0], [0.0, 0.0, 0.0], [0.0, 0.0, 0.2], [0.0, 0.0, 0.2], [0.0, 0.0, 0.0], [0.0, 0.0, 0.0], [0.0, 0.0, 0.0], [0.0, 0.0, 0.0], [0.0, 0.0, 0.0], [0.0, 0.0, 0.0], [0.0, 0.0, 0.0], [0.0, 0.0, 0.0], [0.0, 0.0, 0.0], [-0.1, 0.1, 0.0], [0.1, -0.1, -0.1], [0.0, 0.0, 0.1], [0.1, 0.0, -0.1], [0.0, -0.1, 0.0], [0.1, 0.0, 0.0], [-0.1, -0.1, 0.0], [0.2, 0.1, 0.1]], "mulliken_charge": [2.36, 0.11, -0.45, -0.24, 0.37, 0.41, -0.50, 0.13, -0.66, 0.39, -1.57, 2.04, -1.57, -1.56, -0.14, -1.16, 0.40, 0.40, 0.40, 0.41, 0.38, 0.40, 0.40, 0.40, 0.39, -0.58, -0.57, 0.27, 0.23, 0.38, 0.38, -0.57, -0.09]}

***

3.
{"formula": "C4H9N2S", "method": "ωB97M-V with the def2-TZVPD basis set", "e_lumo_ha": -0.1787, "spin_multiplicity": 1, "homo_ev": -13.04, "total_charge": 1, "smiles": "CSN1CC=[NH+]C1", "total_energy_ev": -18099.6642, "symbols": ["C", "S", "N", "C", "C", "N", "C", "H", "H", "H", "H", "H", "H", "H", "H", "H"], "positions_angstrom": [[-0.114551, -2.388062, -1.532481], [-0.333952, -0.614351, -1.707313], [0.385684, -0.166452, 0.219541], [1.283422, 0.957892, 0.204870], [0.276953, 2.053968, 0.389185], [-0.860034, 1.596604, 0.768085], [-0.807459, 0.182640, 1.101677], [0.402834, -2.475342, -0.593008], [0.437361, -2.790881, -2.234860], [-0.945723, -2.958302, -1.508399], [2.005136, 0.804222, -0.607038], [1.748150, 0.860774, 1.158785], [0.446228, 3.119396, 0.255682], [-1.674955, 2.161150, 1.005111], [-1.612362, -0.490982, 0.861872], [-0.636730, 0.147724, 2.218293]], "atomic_forces_ev_per_a": [[0.0, 3.1, 3.2], [0.9, 0.8, 2.8], [-2.3, -3.1, -1.2], [-2.0, -0.9, -0.1], [0.2, 1.2, -0.9], [-0.5, 1.1, 0.3], [2.8, -1.0, -0.8], [0.3, -0.2, 0.4], [3.2, -1.5, -3.7], [-3.3, -1.3, 0.4], [-0.3, 1.1, 0.1], [1.2, 0.3, 1.0], [-0.2, -0.1, 0.0], [0.3, 0.3, -0.1], [-0.6, 0.5, -0.3], [0.3, -0.3, -1.1]], "mulliken_charge": [-0.87, 0.04, -0.36, -0.47, 0.02, 0.02, -0.36, 0.29, 0.43, 0.36, 0.32, 0.32, 0.44, 0.25, 0.29, 0.29]}

***

4.
{"formula": "FeH12O6", "method": "ωB97M-V with the def2-TZVPD basis set", "e_lumo_ha": [-0.2561, -0.2593], "spin_multiplicity": 5, "homo_ev": [-19.08, -17.33], "total_charge": 2, "total_energy_ev": -46853.4470, "symbols": ["Fe", "O", "H", "H", "O", "H", "H", "O", "H", "H", "O", "H", "H", "O", "H", "H", "O", "H", "H"], "positions_angstrom": [[-0.021649, 0.007126, -0.036867], [1.771056, -1.115152, -0.256533], [1.950475, -1.864363, -0.846405], [2.639244, -0.804364, 0.041459], [-0.813193, -1.047429, -1.780151], [-1.455662, -1.764308, -1.662363], [-0.842808, -0.815668, -2.720274], [0.770536, 1.260045, 1.617632], [1.522062, 0.998559, 2.169980], [0.297410, 1.927620, 2.135415], [-0.577189, -1.518393, 1.334807], [0.061150, -2.220980, 1.533438], [-1.367578, -1.705671, 1.862944], [0.740647, 1.545635, -1.246469], [1.026865, 2.401167, -0.890888], [1.066441, 1.498193, -2.157611], [-1.894004, 0.922759, 0.305081], [-2.363094, 1.344220, 1.040337], [-2.510714, 0.951003, -0.443537]], "atomic_forces_ev_per_a": [[0.1, 0.2, 0.4], [0.4, -0.2, 0.0], [-0.1, 0.1, 0.0], [-0.1, -0.1, 0.0], [-0.2, -0.1, -0.1], [0.1, 0.1, -0.1], [0.0, 0.0, 0.1], [0.1, -0.1, 0.1], [-0.1, 0.1, 0.0], [0.0, -0.1, -0.1], [0.1, -0.3, 0.0], [-0.1, 0.1, 0.0], [0.1, 0.1, -0.1], [0.1, 0.2, -0.2], [-0.1, -0.1, 0.0], [0.0, 0.0, 0.1], [-0.5, 0.1, -0.2], [0.2, 0.0, 0.0], [0.1, 0.0, 0.1]], "mulliken_charge": [1.09, -0.45, 0.31, 0.30, -0.45, 0.32, 0.29, -0.46, 0.30, 0.30, -0.48, 0.33, 0.31, -0.48, 0.32, 0.31, -0.46, 0.29, 0.31]}

***

5.
{"formula": "C25H89ClN3O19", "method": "ωB97M-V with the def2-TZVPD basis set", "e_lumo_ha": -0.1421, "spin_multiplicity": 1, "homo_ev": -12.01, "total_charge": 1, "total_energy_ev": -83250.3153, "symbols": ["C", "C", "C", "C", "C", "C", "C", "C", "C", "C", "C", "C", "C", "C", "N", "C", "N", "C", "C", "C", "Cl", "N", "O", "C", "C", "C", "C", "C", "C", "C", "H", "H", "H", "H", "H", "H", "H", "H", "H", "H", "H", "H", "H", "H", "H", "H", "H", "H", "H", "H", "H", "H", "H", "H", "H", "H", "H", "H", "H", "H", "H", "H", "H", "H", "H", "H", "H", "H", "H", "H", "H", "H", "H", "H", "H", "H", "H", "H", "H", "H", "H", "H", "H", "O", "H", "H", "O", "H", "H", "O", "H", "H", "O", "H", "H", "O", "H", "H", "O", "H", "H", "O", "H", "H", "O", "H", "H", "O", "H", "H", "O", "H", "H", "O", "H", "H", "O", "H", "H", "O", "H", "H", "O", "H", "H", "O", "H", "H", "O", "H", "H", "O", "H", "H", "O", "H", "H"], "positions_angstrom": [[-2.350749, -4.197942, 4.932065], [-1.242686, -3.286081, 4.172752], [-1.969723, -1.903813, 3.699074], [-1.934870, -1.904714, 2.086302], [-3.252284, -1.287091, 1.399597], [-4.523802, -2.292596, 1.482291], [-5.280243, -2.371818, 0.060353], [-5.765591, -0.911608, -0.487906], [-5.460247, -0.724746, -2.052698], [-3.930435, -0.316176, -2.385016], [-3.640490, 1.089941, -1.638766], [-2.568093, 1.915663, -2.518811], [-1.097428, 1.474608, -2.037824], [-0.494347, 0.180828, -2.853135], [0.997549, 0.346405, -2.852208], [1.674243, -0.370883, -1.783138], [1.619052, 0.274412, -0.438015], [2.895243, 0.991729, -0.117354], [2.929778, 2.390103, -0.941575], [4.450540, 2.975412, -0.991007], [1.813841, 3.683221, -0.254384], [2.296823, -1.565775, -1.977245], [2.898408, -2.082998, -0.861481], [2.225522, -3.293560, -0.409677], [0.748131, -3.079144, 0.170936], [2.373477, -2.250014, -3.302198], [3.689456, -3.212132, -3.448087], [1.093986, -3.237794, -3.578229], [0.232994, -2.799006, -4.865889], [-1.292862, -3.330277, -4.652886], [-2.155732, -5.300715, 4.688615], [-2.233691, -4.022506, 6.060236], [-3.393923, -3.884289, 4.587110], [-0.772195, -3.863964, 3.303840], [-0.398460, -3.033815, 4.912548], [-1.336457, -1.020816, 4.080508], [-3.047524, -1.814367, 4.065024], [-1.761649, -2.955010, 1.632071], [-1.051862, -1.246587, 1.761338], [-3.495762, -0.226634, 1.768685], [-3.015130, -1.183785, 0.271966], [-5.222999, -2.048251, 2.352948], [-4.071685, -3.337863, 1.690901], [-4.617682, -2.915289, -0.713331], [-6.196575, -3.055169, 0.227864], [-5.380715, -0.064403, 0.176131], [-6.918839, -0.910714, -0.368081], [-6.110493, 0.149488, -2.438295], [-5.717832, -1.633515, -2.696505], [-3.162700, -1.113805, -2.056400], [-3.743498, -0.135832, -3.509531], [-4.575165, 1.714141, -1.437182], [-3.123164, 0.835935, -0.641001], [-2.693836, 3.029849, -2.218676], [-2.737853, 1.872123, -3.646371], [-0.388377, 2.351958, -2.311760], [-0.995632, 1.302717, -0.913586], [-0.873578, -0.782861, -2.370843], [-0.864279, 0.324729, -3.942836], [1.431763, 0.227974, -3.775602], [1.343227, -0.407587, 0.284304], [2.816830, 1.299690, 0.996670], [3.846998, 0.406907, -0.357762], [2.625116, 2.246923, -2.044225], [5.107419, 2.083833, -1.322507], [4.490413, 3.834483, -1.763391], [4.681529, 3.324855, 0.072814], [2.866210, -3.707861, 0.461685], [2.198108, -4.131967, -1.192076], [0.363182, -4.115434, 0.496854], [0.015735, -2.680389, -0.610658], [0.769443, -2.441418, 1.137745], [2.419210, -1.557454, -4.207257], [3.964684, -3.741836, -2.476433], [4.543760, -2.497053, -3.761888], [3.533614, -4.018916, -4.258829], [0.394407, -3.309354, -2.671165], [1.447219, -4.322486, -3.780173], [0.632132, -3.263088, -5.847614], [0.268264, -1.649746, -4.966627], [-1.333183, -4.134279, -3.828140], [-1.698613, -3.829524, -5.614837], [-2.007607, -2.492659, -4.319404], [0.456896, 0.934719, 3.129861], [0.835884, 1.003935, 2.243916], [1.179294, 0.579124, 3.666517], [0.581768, -5.730849, 4.827525], [0.641408, -5.677476, 5.790233], [1.107660, -4.982583, 4.518883], [-2.088856, 2.804931, 3.274817], [-1.361975, 2.303099, 2.880978], [-2.075610, 3.646827, 2.800475], [-1.937974, 1.225364, -5.714710], [-2.454990, 1.544459, -6.466318], [-1.292744, 1.928387, -5.560938], [-8.369796, -0.781554, -3.028106], [-9.068650, -0.359598, -3.544431], [-8.829740, -1.470690, -2.531633], [3.962727, 4.505547, -4.307916], [4.200465, 5.215717, -3.696776], [3.644021, 3.800218, -3.732435], [-3.333359, -4.949080, 0.203750], [-2.401760, -4.762792, 0.376222], [-3.548311, -5.658781, 0.823561], [1.523403, 5.683431, 2.539330], [1.627719, 4.835532, 2.088528], [1.570322, 5.458284, 3.477971], [2.066924, -0.664807, 5.134126], [2.304366, 0.046650, 5.744904], [1.742988, -1.368548, 5.711131], [6.226169, 4.856166, 1.077741], [5.697351, 5.484813, 1.586407], [7.137213, 5.140246, 1.231384], [8.300102, 2.910990, 1.231736], [7.599148, 3.333657, 0.717088], [7.841249, 2.221379, 1.728374], [4.598275, 0.706936, 3.456264], [3.767358, 0.356437, 3.801599], [5.092618, -0.080026, 3.193445], [-3.308417, -3.688311, 8.168895], [-4.203263, -4.049102, 8.124842], [-3.444928, -2.737906, 8.273736], [-2.388317, 5.550694, 4.790802], [-2.340297, 4.585202, 4.826813], [-3.173502, 5.726720, 4.256961], [3.110920, 3.057552, -6.932285], [3.350028, 3.767868, -6.319925], [2.793135, 2.350938, -6.357834], [8.364796, 3.931288, 4.216653], [8.741163, 4.001705, 3.328465], [9.087965, 3.578715, 4.750589], [-0.466726, 7.971221, 1.739878], [-1.207216, 7.472738, 1.373385], [0.053662, 7.305736, 2.211411], [2.483690, 6.114689, -2.547690], [1.779257, 6.536737, -3.056109], [2.028723, 5.424934, -2.044807]], "atomic_forces_ev_per_a": [[1.0, 0.0, -0.2], [-1.0, 0.4, 1.0], [1.4, -0.7, -1.0], [-0.6, 1.2, -0.2], [0.0, -0.5, -0.6], [1.0, -0.4, -0.4], [-0.2, 0.1, 0.7], [-0.9, -1.3, -0.2], [0.6, 0.8, -0.5], [-0.6, 0.8, 0.6], [1.2, -0.6, -0.8], [-0.2, 0.7, 2.1], [0.6, 0.4, -1.5], [-1.8, 2.3, 0.5], [2.0, -2.2, 1.5], [-0.6, 0.3, 0.0], [0.2, -1.8, -2.1], [-0.4, 2.2, 0.1], [1.9, -0.4, -1.1], [-1.4, -0.6, 0.2], [0.5, -1.1, -0.4], [-1.6, 3.2, -0.4], [0.1, -0.9, -0.2], [-1.0, -2.0, 1.5], [0.5, -0.3, 0.3], [0.1, -3.5, -1.8], [0.5, 1.2, 0.0], [-0.4, -0.1, -0.3], [-0.7, -0.2, 0.3], [-0.1, -0.2, -0.2], [-0.4, 1.6, 0.5], [-0.5, -0.4, -1.7], [1.4, -0.6, 0.5], [-0.7, 1.0, 1.1], [-1.2, -0.4, -1.1], [-1.3, -1.2, -0.6], [1.6, -0.2, -0.4], [-0.4, 1.6, 0.9], [-1.1, -0.9, 0.4], [0.4, -1.6, -0.3], [-0.3, -0.1, 1.6], [0.8, -0.1, -1.3], [-0.9, 1.7, -0.3], [-0.9, 1.0, 1.3], [1.3, 1.1, -0.5], [-0.3, -1.1, -1.1], [1.9, 0.2, -0.2], [1.0, -1.5, 0.5], [0.1, 1.1, 1.2], [-1.2, 1.1, -0.3], [-0.6, -0.5, 1.6], [1.2, -1.1, -0.4], [-1.0, 0.7, -1.3], [0.4, -1.7, -0.5], [0.3, -0.3, 1.6], [-1.0, -1.5, 0.5], [-0.4, 0.3, -1.5], [0.7, 1.1, -1.0], [0.7, -0.7, 1.9], [-0.4, -0.4, 0.7], [0.5, 0.2, -0.6], [0.5, -0.8, -1.8], [-1.3, 0.7, 0.5], [0.0, 0.0, 1.9], [-0.8, 1.6, 0.5], [0.1, -1.4, 1.6], [0.1, -0.4, -1.7], [-0.8, 1.0, -1.6], [0.2, 1.5, 0.8], [0.6, 1.5, -0.6], [1.0, -0.3, 1.2], [-0.1, -0.9, -1.8], [-0.1, -0.4, 1.8], [-0.4, 0.8, -1.3], [-1.1, -1.5, 0.6], [0.1, 1.6, 1.3], [1.0, 0.4, -1.3], [-0.4, 1.9, 0.6], [-0.4, 0.8, 1.7], [-0.2, -1.8, 0.0], [0.2, 1.2, -1.3], [0.6, 1.0, 1.6], [1.1, -1.2, -0.6], [0.3, 0.0, -0.5], [-0.1, 0.1, 0.1], [-0.3, -0.2, 0.2], [0.3, 0.1, 0.1], [-0.1, -0.1, -0.1], [-0.1, -0.1, 0.1], [0.1, 0.2, -0.3], [0.0, -0.1, 0.3], [0.0, -0.1, 0.1], [0.2, 0.2, -0.2], [0.0, -0.1, 0.1], [-0.1, 0.0, -0.1], [-0.4, -0.1, 0.0], [0.1, -0.1, 0.1], [0.1, 0.1, -0.1], [0.3, -0.5, -0.1], [-0.3, 0.1, -0.2], [0.0, 0.2, -0.1], [0.3, -0.3, 0.0], [-0.2, 0.0, 0.0], [0.0, 0.1, -0.1], [0.0, -0.3, 0.2], [0.0, 0.2, 0.0], [-0.1, 0.1, -0.1], [0.1, 0.3, 0.1], [0.0, -0.1, 0.0], [0.0, 0.1, -0.2], [0.1, 0.3, 0.1], [0.0, -0.1, -0.1], [-0.2, 0.1, 0.1], [0.0, -0.1, -0.1], [0.0, -0.2, 0.1], [0.1, 0.2, 0.0], [-0.2, -0.2, -0.2], [0.2, -0.1, 0.1], [0.0, 0.1, 0.1], [-0.2, 0.2, 0.1], [0.2, 0.0, 0.0], [0.1, -0.2, 0.0], [-0.1, -0.2, -0.3], [0.0, 0.1, 0.1], [0.1, 0.1, 0.2], [-0.2, -0.1, 0.2], [0.1, 0.0, 0.0], [0.1, 0.1, -0.2], [0.3, -0.1, -0.1], [-0.1, -0.1, 0.0], [-0.2, 0.1, 0.0], [-0.1, -0.3, 0.0], [0.1, 0.2, 0.1], [0.1, 0.0, -0.1], [-0.3, -0.1, 0.1], [0.2, 0.0, 0.0], [0.1, 0.2, 0.1]], "mulliken_charge": [-1.19, 0.30, -0.85, 1.07, 0.83, -0.50, -0.63, -0.42, -1.25, 0.33, -0.23, -0.87, -0.15, 0.40, 0.24, -1.65, 0.92, -0.78, 0.90, -0.98, -0.29, 0.80, -0.30, -0.34, -0.69, -0.30, -1.22, -0.25, -0.28, -0.87, 0.25, 0.29, 0.35, 0.00, 0.02, 0.19, 0.51, -0.33, -0.57, 0.42, -1.18, 0.31, 0.12, 0.25, 0.36, 0.23, 0.39, 0.35, 0.35, -0.32, 0.49, 0.46, -0.18, 0.27, 0.42, 0.06, 0.10, -0.42, 0.16, 0.44, 0.06, 0.35, 0.28, -0.26, 0.33, 0.25, 0.29, 0.42, 0.27, 0.58, -0.08, 0.07, 0.37, 0.29, 0.36, 0.39, -0.13, 0.44, 0.43, 0.12, 0.29, 0.34, 0.09, -0.45, 0.25, 0.20, -0.62, 0.32, 0.29, -0.60, 0.24, 0.33, -0.62, 0.28, 0.30, -0.56, 0.28, 0.29, -0.64, 0.32, 0.34, -0.58, 0.23, 0.31, -0.54, 0.24, 0.31, -0.63, 0.34, 0.25, -0.60, 0.26, 0.32, -0.62, 0.33, 0.32, -0.59, 0.29, 0.31, -0.65, 0.32, 0.32, -0.63, 0.33, 0.31, -0.62, 0.36, 0.26, -0.63, 0.33, 0.31, -0.61, 0.28, 0.33, -0.55, 0.29, 0.27]}

***

Calculated largest force on an atom (eV Å⁻¹), listed in the same order as above: 1.08; 1.94; 5.15; 0.55; 3.93